Below is an isolated molecule of C8H18NO3PS, with properties calculated with wB97M-V/def2-TZVPD.

Summary:
HOMO-LUMO gap = 9.2 eV
E_LUMO = 0.59 eV
HOMO = -8.62 eV
ΔE to the lowest compared entry with this formula, charge and spin = 452.8 kJ/mol
SMILES = CCO/C(=C\P)O[S@@](=N)(=O)C(C)(C)C
E_tot = -36339.1042 eV

Geometry as ORCA input:
```
! wB97M-V def2-TZVPD RIJCOSX def2/J DEFGRID3
* xyz 0 1
S -0.851 0.838 -0.411
P 3.570 2.004 -0.237
O 2.379 -0.700 -0.806
O 0.275 -0.081 -1.251
O -1.152 1.880 -1.300
N -0.127 1.456 0.796
C 2.283 -1.414 0.418
C -2.263 -0.349 -0.287
C -3.322 0.307 0.600
C 1.845 1.616 -0.691
C -2.759 -0.561 -1.696
C 2.720 -0.666 1.695
C -1.741 -1.700 0.320
C 1.581 0.345 -1.002
H 2.735 0.435 1.309
H -1.154 -2.151 -0.575
H 0.204 0.889 1.517
H 3.873 2.976 -1.306
H 2.067 -0.847 2.483
H 1.196 2.480 -0.875
H -1.013 -1.760 1.082
H -2.669 0.422 -2.156
H 3.038 -2.113 0.249
H -4.036 1.054 0.166
H -3.672 -1.117 -1.764
H 2.952 2.906 0.542
H 1.291 -2.000 0.454
H 3.771 -0.969 1.863
H -2.698 0.789 1.407
H -2.582 -2.425 0.485
H -2.008 -1.090 -2.325
H -3.735 -0.452 1.296
*
```

Electronic structure analysis, Mulliken charges in units of e: 1.27 -0.10 -0.42 -0.38 -0.75 -0.66 -0.10 1.24 -1.41 -0.42 -1.77 -0.75 -1.46 0.23 -0.01 0.31 0.24 0.07 0.31 0.55 0.39 0.50 0.37 0.33 0.45 0.01 0.06 0.31 0.41 0.43 0.35 0.38


Below is an isolated molecule of C8H18NO3PS2, with properties calculated with wB97M-V/def2-TZVPD.

Summary:
HOMO-LUMO gap = 9.4 eV
E_LUMO = 0.72 eV
HOMO = -8.71 eV
ΔE to the lowest compared entry with this formula, charge and spin = 0.0 kJ/mol
SMILES = CCOP(=O)(N[C@@H]1SC[C@H](C)S1)OCC
E_tot = -47182.1583 eV

Geometry as ORCA input:
```
! wB97M-V def2-TZVPD RIJCOSX def2/J DEFGRID3
* xyz 0 1
S 1.483 -0.646 2.700
S -0.590 1.082 1.634
P 0.344 -0.525 -1.336
O -1.139 0.168 -1.463
O 0.431 -1.875 -2.289
O 1.386 0.454 -1.637
N 0.561 -0.979 0.304
C -1.345 1.077 -2.522
C 0.488 0.335 3.913
C 0.059 1.611 3.227
C 0.915 0.134 1.176
C 1.755 -3.686 -3.080
C 1.631 -2.627 -2.036
C -1.107 2.377 3.869
C -2.625 1.856 -2.250
H 0.952 2.258 3.116
H 1.662 -3.028 -1.020
H 0.962 -4.418 -2.991
H -2.005 1.783 3.898
H -1.473 0.552 -3.462
H -2.508 2.392 -1.325
H 2.652 -4.255 -2.922
H -0.328 -0.288 4.199
H 2.552 -1.981 -2.115
H 1.695 0.810 0.750
H -2.815 2.564 -3.078
H -3.470 1.163 -2.121
H -1.305 3.287 3.271
H 1.765 -3.218 -4.099
H 1.074 0.570 4.827
H -0.495 1.753 -2.622
H -0.840 2.673 4.889
H -0.325 -1.371 0.593
*
```

Electronic structure analysis, Mulliken charges in units of e: -0.20 -0.14 0.91 -0.27 -0.33 -0.74 -0.31 -0.28 -0.70 0.20 -0.32 -1.33 -0.11 -1.46 -1.19 0.27 0.34 0.32 0.38 0.31 0.29 0.41 0.34 0.28 0.53 0.37 0.29 0.37 0.29 0.38 0.37 0.40 0.32


Q: Which of these has the highest E_LUMO?
A: C8H18NO3PS2